{
  "formula": "C33H45N9O6PPtSSi2",
  "method": "ωB97M-V/def2-TZVPD",
  "fmax_ev_per_a": 0.66,
  "lumo_energy_ha": [-0.1107, -0.2114],
  "charge": 1,
  "multiplicity": 5,
  "total_energy_ev": -99768.53700,
  "homo_lumo_gap_ev": [6.1, 5.3],
  "elements": ["Pt", "C", "Si", "C", "C", "C", "C", "C", "C", "C", "Si", "C", "C", "H", "H", "H", "H", "H", "H", "H", "H", "H", "H", "H", "H", "H", "H", "H", "H", "N", "C", "N", "C", "N", "N", "C", "N", "C", "C", "C", "C", "C", "N", "H", "H", "H", "H", "H", "H", "H", "H", "C", "C", "O", "P", "O", "C", "C", "O", "C", "C", "H", "H", "H", "H", "H", "H", "H", "H", "H", "H", "H", "H", "H", "H", "H", "O", "S", "O", "O", "C", "N", "C", "C", "C", "N", "C", "C", "C", "N", "C", "C", "H", "H", "H", "H", "H", "H"],
  "positions_angstrom": [[0.103, 0.352, 0.108], [-0.684, 2.006, 3.085], [0.180, 0.466, 2.456], [-0.708, -0.992, 3.258], [1.926, 0.509, 3.113], [2.235, 0.612, 4.475], [3.551, 0.686, 4.896], [4.582, 0.654, 3.958], [4.285, 0.545, 2.611], [2.957, 0.472, 2.172], [2.472, 0.283, 0.376], [3.484, 1.522, -0.635], [3.138, -1.415, -0.193], [-0.828, 1.933, 4.167], [-1.661, 2.194, 2.634], [-0.042, 2.863, 2.888], [-0.996, -0.704, 4.273], [-0.055, -1.859, 3.344], [-1.611, -1.320, 2.739], [1.444, 0.642, 5.218], [3.781, 0.771, 5.950], [5.612, 0.713, 4.286], [5.100, 0.520, 1.894], [4.086, 2.116, 0.057], [2.884, 2.207, -1.229], [4.178, 1.011, -1.306], [4.076, -1.287, -0.739], [2.457, -1.985, -0.829], [3.362, -2.038, 0.675], [1.794, -0.085, -3.025], [0.496, 0.088, -3.247], [0.101, 0.126, -4.519], [-1.198, 0.308, -4.708], [-1.649, 0.397, -5.964], [-2.119, 0.424, -3.722], [-1.623, 0.374, -2.508], [-0.335, 0.226, -2.176], [-2.634, 0.474, -1.394], [-3.975, 0.618, -1.696], [-4.889, 0.680, -0.653], [-4.424, 0.591, 0.645], [-3.061, 0.451, 0.857], [-2.177, 0.396, -0.138], [2.400, -0.214, -3.817], [2.157, -0.186, -2.095], [-1.014, 0.231, -6.725], [-2.638, 0.443, -6.131], [-4.279, 0.674, -2.729], [-5.945, 0.790, -0.859], [-5.094, 0.629, 1.493], [-2.659, 0.385, 1.858], [-2.053, 5.172, 1.634], [-2.113, 4.245, 0.444], [-0.851, 4.202, -0.250], [0.130, 2.913, -0.216], [0.822, 3.152, -1.657], [0.017, 3.442, -2.817], [0.185, 4.887, -3.220], [1.336, 3.308, 0.743], [2.040, 4.576, 0.690], [2.282, 5.056, 2.099], [-3.056, 5.312, 2.041], [-1.673, 6.148, 1.330], [-1.419, 4.777, 2.425], [-2.838, 4.606, -0.285], [-2.402, 3.228, 0.729], [-1.034, 3.215, -2.614], [0.362, 2.773, -3.607], [-0.161, 5.548, -2.426], [-0.390, 5.095, -4.123], [1.234, 5.104, -3.424], [1.464, 5.290, 0.101], [2.980, 4.383, 0.173], [1.346, 5.283, 2.608], [2.886, 5.964, 2.080], [2.816, 4.298, 2.673], [-3.866, -7.338, -2.522], [-3.253, -8.612, -2.350], [-2.286, -9.044, -3.320], [-3.879, -9.585, -1.518], [-1.699, -8.072, -1.019], [-0.978, -8.919, -0.385], [-0.014, -8.602, 0.555], [0.259, -7.278, 0.696], [-0.459, -6.279, -0.027], [-1.401, -6.855, -0.888], [-0.340, -4.865, 0.036], [0.554, -4.211, 0.900], [0.613, -2.836, 0.895], [-0.143, -2.063, 0.107], [-0.998, -2.682, -0.714], [-1.133, -4.049, -0.789], [0.475, -9.402, 1.084], [1.037, -6.980, 1.387], [1.201, -4.756, 1.573], [1.307, -2.319, 1.546], [-1.608, -2.048, -1.345], [-1.843, -4.482, -1.482]],
  "atomic_forces_ev_per_a": [[0.15, 0.43, 0.04], [-0.08, 0.13, 0.01], [0.08, -0.06, -0.09], [-0.08, -0.11, 0.02], [0.08, 0.02, 0.14], [-0.02, 0.01, -0.04], [0.05, -0.01, -0.04], [-0.07, -0.01, 0.06], [-0.01, 0.00, -0.10], [0.13, 0.02, 0.21], [-0.11, -0.06, 0.02], [0.00, 0.08, -0.06], [0.04, -0.07, -0.05], [0.02, 0.00, -0.01], [0.01, 0.01, 0.03], [0.00, 0.12, 0.00], [0.00, -0.01, 0.00], [0.00, -0.01, 0.01], [0.00, 0.00, -0.01], [-0.01, 0.00, -0.02], [0.00, 0.00, 0.00], [0.00, 0.00, 0.00], [-0.01, 0.00, 0.00], [-0.02, 0.02, -0.01], [0.00, 0.04, -0.04], [0.00, -0.01, 0.01], [0.01, 0.01, 0.02], [0.03, 0.01, -0.02], [0.00, -0.01, -0.02], [0.09, -0.07, -0.01], [-0.06, 0.04, 0.06], [0.04, -0.01, 0.09], [-0.18, 0.05, -0.03], [0.04, -0.06, 0.01], [0.18, -0.01, -0.07], [-0.33, 0.03, 0.26], [-0.09, -0.05, -0.17], [0.41, -0.01, -0.25], [-0.17, 0.02, 0.11], [0.02, 0.01, -0.15], [0.06, 0.00, 0.10], [0.01, -0.03, -0.01], [-0.19, -0.05, -0.05], [-0.01, 0.01, 0.00], [-0.01, 0.02, 0.03], [0.00, 0.02, 0.00], [0.00, 0.02, 0.01], [0.01, 0.00, -0.01], [0.00, 0.00, 0.01], [-0.01, 0.00, -0.01], [-0.03, -0.03, 0.00], [-0.01, 0.04, 0.01], [-0.01, -0.07, -0.12], [-0.14, 0.01, 0.21], [0.48, -0.34, -0.12], [-0.10, 0.04, -0.06], [0.02, -0.02, 0.02], [0.00, 0.04, -0.01], [-0.15, 0.09, 0.15], [0.09, -0.10, -0.11], [0.00, -0.02, 0.03], [0.00, -0.01, 0.00], [-0.01, -0.01, 0.00], [0.07, -0.03, 0.00], [-0.01, -0.01, -0.01], [0.00, 0.03, 0.05], [0.02, 0.01, 0.00], [0.02, 0.00, -0.01], [-0.01, -0.01, 0.00], [0.01, -0.01, 0.00], [0.00, 0.00, 0.00], [-0.05, 0.02, 0.03], [-0.02, 0.03, -0.02], [-0.05, -0.01, 0.00], [0.00, -0.01, -0.01], [-0.01, 0.00, -0.01], [-0.03, 0.14, 0.06], [0.13, -0.30, -0.28], [-0.14, 0.04, 0.05], [-0.03, 0.02, 0.03], [0.38, 0.21, 0.50], [0.01, -0.35, -0.02], [-0.26, 0.15, -0.25], [0.19, 0.16, 0.18], [-0.17, -0.43, -0.14], [-0.05, 0.31, -0.15], [0.01, 0.00, 0.02], [0.03, 0.06, 0.03], [-0.05, -0.03, 0.00], [-0.02, -0.09, -0.04], [-0.03, 0.01, 0.00], [-0.03, 0.04, 0.00], [-0.02, -0.02, 0.00], [-0.01, 0.00, -0.01], [0.00, -0.01, -0.01], [-0.05, -0.01, 0.02], [0.01, 0.00, 0.00], [0.00, -0.01, 0.01]],
  "mulliken_charge": [4.475, -0.973, 0.622, -1.461, 0.843, -0.836, -0.819, -0.845, -0.720, 0.358, 0.532, -1.327, -1.672, 0.720, 0.409, -0.204, 0.637, 0.296, 0.346, 0.395, 0.435, 0.440, 0.438, 0.516, 0.012, 0.550, 0.550, 0.496, 0.387, 0.036, 0.051, -0.811, 0.132, -0.352, -0.814, 0.159, 0.414, 0.371, -0.650, -0.959, -1.155, -0.598, 0.259, 0.244, -0.679, 0.264, 0.249, 0.623, 0.472, 0.540, 0.330, -1.341, 0.261, -0.217, 0.074, -0.420, -0.019, -1.608, -0.577, -0.193, -1.333, 0.451, 0.354, 0.174, 0.401, -0.135, 0.160, 0.357, 0.293, 0.455, 0.350, 0.272, 0.335, 0.268, 0.452, 0.278, -0.485, 1.115, -0.475, -0.484, 0.345, -0.150, -0.668, -0.411, 0.347, -0.120, 1.468, -1.728, -1.085, 0.595, -0.840, -0.981, 0.447, 0.433, 0.316, 0.780, 0.150, 0.620]
}